2 unconnected molecules or ions with the total composition C4H7NSi2. Source: the Open Molecules 2025 dataset; level of theory: ωB97M-V with the def2-TZVPD basis set.

Positions of all 14 atoms, in Å:
C  0.538  2.525  0.095
C  -3.247  1.374  -0.180
C  1.140  1.480  0.159
C  -2.430  0.477  -0.154
N  1.147  -1.601  0.267
Si  2.091  -0.164  -0.158
Si  -0.499  -2.100  -0.119
H  -0.119  3.278  0.236
H  -3.672  2.193  0.181
H  1.310  -1.840  1.206
H  3.316  0.025  0.703
H  2.306  -0.501  -1.493
H  -1.410  -2.992  0.755
H  -0.470  -2.155  -1.497

Forces on atoms 1 to 2 (eV/Å):
1.4 -2.6 0.3
1.9 -2.6 -0.5

Results
total energy: -790.088708 Eh
2S+1: 1
ΔE to the lowest compared entry with this formula, charge and spin: 407.0 kJ/mol

***

2 unconnected molecules or ions with the total composition CH3FN2O. Source: the Open Molecules 2025 dataset; level of theory: ωB97M-V with the def2-TZVPD basis set.

Positions of all 8 atoms, in Å:
C  -1.234  1.327  -0.074
N  -2.023  -0.955  -0.304
N  -1.522  0.140  -0.058
O  -0.168  2.128  -0.023
F  2.133  0.210  -0.165
H  1.628  -0.467  -0.733
H  -2.592  -1.318  0.442
H  0.620  1.785  0.363

Forces on atoms 1 to 2 (eV/Å):
0.1 -1.3 -0.7
-0.2 -0.9 -1.3

Results
total energy: -324.382504 Eh
2S+1: 1
ΔE to the lowest compared entry with this formula, charge and spin: 325.2 kJ/mol

***

A molecular structure, C15H12ClIN4O2V. Source: the Open Molecules 2025 dataset; level of theory: ωB97M-V with the def2-TZVPD basis set.

Positions of all 36 atoms, in Å:
V  -0.680  -0.397  -1.141
Cl  -2.196  0.999  5.320
C  -1.921  0.247  3.805
C  -2.088  -1.104  3.675
C  -1.885  -1.761  2.430
I  -2.155  -3.793  2.263
C  -1.512  -0.993  1.368
O  -1.303  -1.466  0.072
C  -1.306  0.387  1.485
N  -0.897  1.023  0.341
C  -0.729  2.341  0.377
C  -0.922  3.081  1.543
C  -1.307  2.444  2.702
C  -1.516  1.053  2.695
H  -2.390  -1.686  4.534
H  -0.433  2.823  -0.546
H  -0.765  4.149  1.521
H  -1.454  3.004  3.616
N  4.459  0.298  -2.117
C  3.535  -0.406  -1.452
C  2.153  -0.196  -1.629
N  1.268  -0.908  -0.922
C  1.698  -1.844  -0.062
C  3.067  -2.038  0.074
N  3.966  -1.340  -0.591
H  4.224  0.996  -2.799
H  5.431  0.084  -1.961
H  1.777  0.552  -2.317
H  0.964  -2.415  0.485
H  3.435  -2.795  0.757
C  -1.863  -0.294  -4.310
C  -1.346  -0.053  -2.958
O  -1.212  1.023  -2.374
H  -1.530  0.490  -4.991
H  -2.956  -0.218  -4.231
H  -1.608  -1.288  -4.661

Forces on atoms 1 to 2 (eV/Å):
0.3 -0.1 0.5
0.0 0.0 0.0

Results
total energy: -2649.669072 Eh
2S+1: 2
charge: +2
ΔE to the lowest compared entry with this formula, charge and spin: 0.0 kJ/mol

***

6 unconnected molecules or ions with the total composition C42H84O13. Source: the Open Molecules 2025 dataset; level of theory: ωB97M-V with the def2-TZVPD basis set.

Positions of all 139 atoms, in Å:
C  -0.120  2.276  0.291
C  -0.280  0.817  0.773
C  0.938  -0.084  0.476
C  0.825  -0.938  -0.795
C  1.186  -0.198  -2.100
C  -0.002  0.520  -2.754
C  -0.931  -0.409  -3.564
C  -2.230  -0.861  -2.848
C  -2.280  -2.375  -2.563
C  -3.183  -2.790  -1.377
C  -2.445  -3.575  -0.281
C  -1.861  -4.897  -0.796
C  -0.818  -5.612  0.108
C  -0.596  -5.021  1.504
C  0.476  -5.800  2.293
C  1.350  -4.926  3.206
O  1.126  -5.118  4.625
C  0.002  -4.587  5.126
O  -1.058  -4.646  4.603
O  0.227  -4.030  6.323
C  0.868  -2.744  6.203
C  -0.090  -1.655  5.744
C  -1.338  -1.539  6.639
C  -2.627  -2.194  6.116
C  -3.074  -1.773  4.710
H  0.640  2.355  -0.489
H  0.168  2.929  1.120
H  -1.059  2.668  -0.109
H  -0.475  0.816  1.847
H  -1.150  0.377  0.272
H  1.081  -0.767  1.323
H  1.843  0.533  0.425
H  -0.206  -1.306  -0.886
H  1.470  -1.819  -0.689
H  1.980  0.528  -1.883
H  1.607  -0.918  -2.812
H  -0.600  1.010  -1.979
H  0.365  1.319  -3.401
H  -0.376  -1.307  -3.865
H  -1.203  0.118  -4.483
H  -2.346  -0.315  -1.905
H  -3.081  -0.600  -3.487
H  -2.620  -2.884  -3.471
H  -1.255  -2.709  -2.362
H  -3.576  -1.876  -0.914
H  -4.047  -3.368  -1.721
H  -1.658  -2.927  0.118
H  -3.143  -3.790  0.535
H  -2.697  -5.583  -0.978
H  -1.401  -4.725  -1.774
H  -1.130  -6.654  0.253
H  0.144  -5.644  -0.415
H  -1.540  -5.031  2.056
H  -0.300  -3.969  1.431
H  1.113  -6.355  1.599
H  -0.018  -6.517  2.955
H  2.410  -5.159  3.085
H  1.217  -3.864  2.970
H  1.255  -2.506  7.198
H  1.736  -2.829  5.535
H  0.480  -0.719  5.788
H  -0.346  -1.814  4.693
H  -1.538  -0.485  6.861
H  -1.101  -2.018  7.597
H  -2.540  -3.280  6.184
H  -3.426  -1.903  6.812
H  -2.244  -1.465  4.072
H  -3.784  -0.941  4.749
H  -3.566  -2.605  4.198
C  -0.716  2.083  -8.148
C  -1.734  2.562  -7.133
O  -1.205  2.593  -5.806
C  -0.469  3.634  -5.336
C  0.003  4.705  -6.283
O  -0.179  3.619  -4.171
H  0.136  2.760  -8.214
H  -1.171  2.011  -9.137
H  -0.341  1.099  -7.864
H  -2.150  3.533  -7.403
H  -2.567  1.862  -7.073
H  1.024  4.469  -6.588
H  0.004  5.659  -5.767
H  -0.609  4.816  -7.174
C  2.954  10.416  -4.897
C  3.044  8.964  -5.317
O  1.754  8.354  -5.435
C  0.999  8.444  -6.546
C  1.407  9.373  -7.664
O  -0.013  7.798  -6.596
H  2.437  11.021  -5.641
H  3.954  10.828  -4.756
H  2.409  10.500  -3.957
H  3.613  8.834  -6.238
H  3.544  8.379  -4.548
H  0.861  10.308  -7.542
H  1.104  8.918  -8.603
H  2.470  9.592  -7.708
C  2.788  0.567  -10.279
C  2.782  1.944  -10.909
O  2.538  2.978  -9.948
C  3.509  3.519  -9.184
C  4.883  2.891  -9.166
O  3.234  4.465  -8.499
H  3.595  0.457  -9.555
H  2.912  -0.197  -11.048
H  1.846  0.389  -9.761
H  3.696  2.149  -11.467
H  1.953  2.032  -11.610
H  4.938  2.227  -8.304
H  5.612  3.686  -9.032
H  5.137  2.327  -10.059
C  -6.665  -1.593  10.827
C  -7.815  -0.942  10.087
O  -7.367  -0.004  9.105
C  -6.999  -0.369  7.856
C  -6.880  -1.835  7.508
O  -6.733  0.493  7.066
H  -6.036  -2.182  10.158
H  -7.045  -2.252  11.608
H  -6.039  -0.830  11.290
H  -8.483  -1.678  9.638
H  -8.413  -0.345  10.773
H  -5.835  -2.126  7.612
H  -7.167  -1.956  6.466
H  -7.491  -2.500  8.111
C  4.505  -3.755  6.541
C  5.106  -2.367  6.497
O  5.110  -1.737  7.782
C  6.084  -1.940  8.697
C  7.133  -3.002  8.453
O  6.064  -1.290  9.704
H  5.086  -4.432  7.167
H  4.455  -4.178  5.537
H  3.496  -3.711  6.949
H  6.108  -2.364  6.064
H  4.493  -1.710  5.881
H  6.824  -3.907  8.975
H  8.065  -2.655  8.892
H  7.304  -3.242  7.408

Forces on atoms 1 to 2 (eV/Å):
-0.1 -0.1 0.2
0.2 0.1 -0.4

Results
total energy: -2628.819433 Eh
2S+1: 1
ΔE to the lowest compared entry with this formula, charge and spin: 0.0 kJ/mol

***

A molecular structure, C31H44BrN3NiOP2. Source: the Open Molecules 2025 dataset; level of theory: ωB97M-V with the def2-TZVPD basis set.

Positions of all 83 atoms, in Å:
C  5.341  -4.855  -0.459
C  5.318  -3.451  -0.217
C  6.532  -2.828  0.091
C  7.733  -3.564  0.021
N  7.740  -4.878  -0.256
C  6.585  -5.520  -0.510
C  4.125  -2.612  -0.251
C  2.950  -2.304  -0.307
C  1.574  -1.921  -0.318
C  0.530  -2.563  -1.017
C  -0.659  -1.846  -1.290
C  -0.759  -0.517  -0.870
C  0.056  -0.030  0.178
C  1.206  -0.808  0.522
Ni  1.921  1.265  0.268
P  -1.368  0.842  -2.036
H  6.545  -1.767  0.383
H  4.409  -5.431  -0.610
H  8.679  -3.054  0.190
H  6.639  -6.580  -0.764
H  1.769  -0.836  1.459
H  0.634  -3.550  -1.486
H  -0.501  0.832  0.640
H  -1.471  -2.329  -1.801
C  -2.687  2.224  -2.348
C  -2.434  3.375  -3.319
H  -2.863  2.684  -1.355
H  -3.662  1.780  -2.633
H  -3.354  3.964  -3.471
H  -1.689  4.085  -2.949
H  -2.121  3.039  -4.310
C  0.250  1.770  -2.385
C  1.096  1.121  -3.477
H  0.888  1.730  -1.440
H  0.103  2.852  -2.636
H  2.060  1.647  -3.573
H  1.337  0.073  -3.234
H  0.570  1.170  -4.438
C  -1.749  -0.301  -3.439
C  -2.138  0.372  -4.757
H  -2.609  -0.852  -3.036
H  -0.957  -1.049  -3.617
H  -2.246  -0.373  -5.569
H  -3.091  0.904  -4.637
H  -1.373  1.095  -5.073
Br  -3.066  0.745  0.042
P  0.681  2.564  1.607
C  -0.038  3.736  0.342
C  -0.090  5.285  0.431
H  -1.040  3.246  0.227
H  0.630  3.351  -0.508
H  0.019  5.685  -0.591
H  -1.061  5.645  0.814
H  0.720  5.694  1.055
C  -0.670  2.293  2.902
C  -0.983  3.020  4.237
H  -0.296  1.281  3.132
H  -1.606  2.209  2.319
H  -1.998  2.758  4.584
H  -0.351  2.680  5.068
H  -0.949  4.116  4.162
C  2.311  2.053  2.218
C  3.134  3.166  2.813
H  3.134  1.498  1.474
H  1.899  1.331  2.975
H  3.989  2.631  3.213
H  3.448  3.797  1.997
H  2.633  3.728  3.589
N  -6.317  -4.168  1.938
C  -5.580  -3.224  1.324
O  -6.040  -2.574  0.355
C  -4.214  -2.969  1.857
C  -3.605  -3.549  2.988
C  -2.333  -3.100  3.321
C  -1.731  -2.058  2.584
N  -2.374  -1.499  1.574
C  -3.502  -2.017  1.135
H  -7.191  -4.428  1.531
H  -5.893  -4.817  2.594
H  -4.094  -4.321  3.584
H  -1.776  -3.510  4.165
H  -0.713  -1.714  2.827
H  -3.946  -1.573  0.258

Forces on atoms 1 to 2 (eV/Å):
-0.2 0.1 -0.3
0.7 0.1 0.3

Results
total energy: -6211.312303 Eh
2S+1: 3
charge: +2
ΔE to the lowest compared entry with this formula, charge and spin: 312.5 kJ/mol

***

2 unconnected molecules or ions with the total composition C3H8NO2. Source: the Open Molecules 2025 dataset; level of theory: ωB97M-V with the def2-TZVPD basis set.

Positions of all 14 atoms, in Å:
C  -0.371  1.208  0.288
C  0.137  -1.001  -0.098
C  0.846  1.961  -0.029
N  -1.276  -1.445  -0.004
O  -1.370  1.232  0.929
O  1.887  1.270  -0.607
H  0.984  -1.099  0.551
H  0.698  -1.354  -0.963
H  0.448  2.823  -0.568
H  1.362  2.152  0.871
H  -1.696  -0.856  0.777
H  -1.381  -2.464  0.189
H  -1.746  -1.327  -1.020
H  1.655  0.937  -1.468

Forces on atoms 1 to 2 (eV/Å):
-1.5 -4.4 1.8
0.4 3.2 -1.8

Results
total energy: -323.952053 Eh
2S+1: 1
charge: +1
ΔE to the lowest compared entry with this formula, charge and spin: 460.0 kJ/mol

***

A gas-phase ion, C5H8N (charge +1). Source: the Open Molecules 2025 dataset; level of theory: ωB97M-V with the def2-TZVPD basis set.

Positions of all 14 atoms, in Å:
C  1.506  -0.491  -1.383
C  0.846  0.290  -0.318
C  0.229  1.536  0.065
C  -0.290  1.258  1.441
C  -0.111  -0.098  0.681
N  -1.381  -0.857  0.265
H  2.515  -0.449  -1.057
H  1.315  0.172  -2.348
H  1.061  -1.467  -1.459
H  0.434  1.311  2.166
H  -1.295  1.620  1.555
H  -2.099  -0.128  -0.011
H  -1.814  -1.379  0.994
H  -0.917  -1.318  -0.591

Forces on atoms 1 to 2 (eV/Å):
-1.5 3.3 -1.5
-2.9 1.6 2.0

Results
total energy: -249.630753 Eh
2S+1: 1
charge: +1
ΔE to the lowest compared entry with this formula, charge and spin: 510.4 kJ/mol